DFT (ωB97M-V/def2-TZVPD) results for an isolated molecule of C9H11P.

**E_tot**: -690.7403 Eh
**HOMO-LUMO gap (spin up / spin down)**: 7.82 / 6.21 eV

```
21
Properties=species:S:1:pos:R:3:forces:R:3:lowdin_charge:R:1
C -0.1414 -3.2792 0.5344 0.049 -3.487 0.069 -0.0955
C 0.5452 -2.4333 -0.3152 0.207 -2.454 -0.277 -0.1363
C -0.9023 -2.7626 1.5796 -0.225 -4.493 1.071 -0.1280
C 0.4792 -1.1124 -0.1421 -0.679 2.281 -0.799 -0.1132
C -0.8867 -1.4575 1.8534 0.345 0.952 -0.238 -0.1913
C -0.2567 -0.5896 0.9635 0.890 0.830 -0.699 -0.5155
C 0.8612 1.9992 0.2669 1.965 1.263 1.710 -0.4853
C 0.4118 2.0934 -1.1246 -1.619 -0.443 0.101 -0.2205
C -0.4758 3.0989 -1.7956 3.107 0.562 0.031 -0.1117
P -0.4139 1.0995 1.4489 0.816 1.384 -1.042 0.9967
H -0.0285 -4.4697 0.4293 -0.419 2.955 0.116 0.1478
H 1.1315 -2.8143 -1.1440 -0.106 -0.207 0.075 0.1086
H -1.3951 -3.5214 2.3140 0.836 1.532 -1.434 0.1400
H 0.8671 -0.5985 -1.0658 -0.261 0.339 1.821 0.1103
H -1.2588 -1.1713 2.8060 -0.599 0.829 0.416 0.0864
H 1.8704 1.4037 0.2494 -1.750 1.023 0.422 0.0935
H 1.0676 3.0733 0.7628 -0.435 -2.368 -1.047 0.0972
H 0.3958 1.1262 -1.5750 0.138 -0.330 -0.692 0.0415
H -0.5528 3.9926 -1.2493 -0.301 1.163 1.249 0.0487
H -1.4241 2.8593 -2.1423 -1.732 -1.096 -0.498 0.0461
H 0.1065 3.4637 -2.6544 -0.227 -0.235 -0.355 0.0805
```
Positions in Å, forces in eV/Å.

***

DFT (ωB97M-V/def2-TZVPD) results for a structure of composition C6H18KO6.

**E_tot**: -1290.1075 Eh
**HOMO-LUMO gap**: 9.51 eV
**Total charge**: +1

```
31
Properties=species:S:1:pos:R:3:forces:R:3:lowdin_charge:R:1
K -1.0549 0.4339 -0.0258 -3.149 1.739 -12.662 1.1806
C -0.3360 -1.2975 3.1128 0.936 -0.711 -0.502 -0.1268
C -1.4777 -1.4488 2.0907 0.948 -2.270 4.449 -0.2405
O -1.7585 -0.2694 1.4458 -6.266 -3.972 9.897 -0.3123
O 0.9922 -1.2583 2.4916 -0.188 -0.842 5.994 -0.1022
H -0.3405 -2.2027 3.7200 0.070 -0.036 -0.022 0.1345
H -0.5997 -0.4852 3.7901 0.575 0.424 -0.013 0.1315
H -2.2668 -1.8272 2.7404 -0.589 0.052 -0.511 0.1501
H -1.0842 -2.2358 1.4472 -1.892 0.106 1.517 0.0943
H -2.4901 0.1752 1.8803 -0.408 -0.086 0.512 0.1452
H 1.0423 -0.3976 2.0695 -0.028 -0.647 2.463 0.0425
C 0.8677 2.5325 -2.5011 -0.007 1.145 2.209 -0.2338
C 0.0986 3.2240 -1.3515 2.000 0.569 -1.270 -0.1798
O -0.3568 2.2453 -0.4201 1.358 5.657 -1.625 -0.2412
O 0.0037 1.5773 -3.0058 -0.124 -1.267 -1.036 -0.0331
H 1.7663 2.1055 -2.0557 -0.080 -0.699 -0.032 0.1267
H 1.2808 3.2965 -3.1597 -0.623 -0.028 -0.696 0.1307
H -0.7451 3.7508 -1.7973 -0.068 0.338 0.285 0.1365
H 0.8547 3.9027 -0.9568 -0.647 0.201 0.781 0.1359
H -1.1659 1.9390 -0.8362 0.298 2.216 -0.552 0.0019
H -0.8849 1.8186 -2.7341 -0.111 0.077 -0.680 0.0763
C 0.2693 -1.7161 0.1972 1.497 -1.707 -2.181 -0.2192
C 0.6929 -1.8276 -1.2579 0.523 -0.580 -0.122 -0.1951
O 2.0586 -1.4854 -1.5149 -0.543 1.018 0.318 -0.0382
O 0.4757 -0.4251 0.7263 5.317 -0.768 -3.066 -0.3187
H 0.8011 -2.4209 0.8365 -0.032 -0.079 -0.335 0.1647
H -0.7899 -1.9422 0.3199 1.050 0.183 -2.120 0.0921
H 0.0623 -1.2087 -1.8962 -0.297 0.104 -0.072 0.1105
H 0.7389 -2.8374 -1.6655 -1.501 -0.473 0.638 0.1425
H 1.9174 -1.4009 -2.4607 1.419 0.363 -0.441 0.0931
H 1.4283 -0.3143 0.7705 0.561 -0.028 -1.127 0.1512
```
Positions in Å, forces in eV/Å.

***

DFT (ωB97M-V/def2-TZVPD) results for a structure of composition C12H10BMnN6OS4Te4.

**Multiplicity**: 2
**E_tot**: -4707.6215 Eh
**HOMO-LUMO gap (spin up / spin down)**: 5.99 / 6.07 eV
**Expectation value of S²**: 0.80
**Total charge**: +1

```
39
Properties=species:S:1:pos:R:3:forces:R:3:lowdin_charge:R:1
Mn -0.4326 -0.6479 -0.1598 0.123 1.274 0.262 -0.1267
C -0.1917 -0.9658 4.0282 -0.020 -0.009 0.008 -0.0287
C -0.8305 -1.2266 2.8176 0.040 -0.025 0.079 -0.1494
N -0.2035 -0.6075 1.8185 -0.123 -0.067 0.390 -0.1038
N 0.8329 0.0601 2.3627 0.115 0.116 0.010 -0.0174
C 0.8600 -0.1364 3.6892 0.000 -0.040 -0.014 -0.0451
B 1.6299 1.0476 1.4859 -0.180 -0.080 -0.184 -0.4748
N 2.3309 0.2623 0.3357 -0.021 0.058 0.124 -0.0221
C 3.5798 0.3891 -0.1319 0.035 -0.061 -0.041 -0.0440
C 3.6501 -0.2083 -1.3768 0.017 0.020 -0.009 -0.0295
C 2.3626 -0.6776 -1.6073 0.027 0.025 -0.007 -0.1995
N 1.5657 -0.3904 -0.5700 0.140 -0.299 0.002 -0.1741
N 0.5874 1.9390 0.7719 0.150 -0.007 0.098 -0.0054
C 0.4620 3.2746 0.7094 -0.051 -0.025 -0.009 -0.0446
C -0.5801 3.5738 -0.1437 0.031 -0.008 -0.026 -0.0299
C -1.0430 2.3300 -0.5770 -0.011 0.109 0.029 -0.1108
N -0.3343 1.3533 -0.0171 -0.121 0.348 -0.201 -0.0459
H -0.4633 -1.3191 5.0072 0.008 0.010 -0.015 0.1060
H -1.6994 -1.8380 2.6342 0.012 -0.008 -0.031 0.0973
H 1.6165 0.3282 4.2999 -0.019 0.020 -0.028 0.1323
H 2.4167 1.6760 2.1275 -0.015 -0.021 -0.034 0.1266
H 4.3364 0.8945 0.4454 -0.048 0.036 0.004 0.1351
H 4.5057 -0.2871 -2.0236 -0.005 -0.002 0.017 0.1097
H 1.9815 -1.1984 -2.4714 -0.018 -0.028 0.030 0.0926
H 1.1182 3.9142 1.2758 0.000 -0.022 -0.007 0.1309
H -0.9472 4.5454 -0.4228 0.002 -0.012 0.023 0.1044
H -1.8468 2.1144 -1.2630 0.018 -0.053 0.006 0.1039
Te -1.9692 -2.8449 -0.5094 -0.032 -0.649 -0.316 0.7293
Te 0.4576 -4.5108 -1.4619 0.025 0.026 -0.041 0.2062
Te 1.2068 -5.7929 0.8077 -0.181 0.298 0.015 0.2351
Te 1.6172 -3.0675 0.5170 0.694 -0.772 0.119 0.3945
O -5.2269 0.5469 -4.8754 0.026 -0.006 0.032 0.0049
C -4.4488 0.2340 -4.0352 -0.047 0.020 -0.074 -0.9504
S -4.7674 0.3977 -2.2783 0.000 -0.001 0.048 1.0303
C -3.2309 -0.2241 -1.7751 0.051 0.057 0.033 -1.1156
C -2.3594 -0.5940 -2.7247 0.031 0.098 -0.031 -1.0744
S -0.8570 -1.3897 -2.2454 -0.403 -0.238 -0.287 0.4918
S -2.8227 -0.4305 -4.3899 0.027 -0.051 0.003 1.0238
S -2.8633 -0.5239 -0.0741 -0.276 -0.030 0.024 0.5372
```
Positions in Å, forces in eV/Å.

***

DFT (ωB97M-V/def2-TZVPD) results for a cluster of 5 separate species, C2H15NO4 in total.

**E_tot**: -440.8901 Eh
**SMILES**: CCN.O.O.O.O
**HOMO-LUMO gap**: 9.90 eV

```
22
Properties=species:S:1:pos:R:3:forces:R:3:lowdin_charge:R:1
C 0.6809 -0.4748 -2.4523 0.568 -0.357 0.150 -0.1080
C 1.5906 -0.7776 -1.2642 0.006 1.115 -0.151 -0.3406
N 1.1462 -0.0610 -0.0737 0.590 0.007 1.539 -0.0282
H 0.4846 0.5943 -2.4492 -0.434 0.019 -0.065 0.0698
H 1.1850 -0.6822 -3.3994 -0.063 -0.169 0.047 0.0729
H -0.2174 -1.0906 -2.3852 -0.262 0.399 -0.113 0.0700
H 1.5763 -1.8316 -1.0123 0.151 -0.121 -0.075 0.0726
H 2.6184 -0.4959 -1.5183 0.021 -0.170 -0.134 0.1067
H 1.9384 0.0511 0.5587 -0.195 -0.473 0.040 0.0686
H 0.8037 0.8935 -0.0984 -0.311 -0.208 -1.068 0.0515
H 1.2571 -3.9479 -1.4847 -0.068 0.132 -0.238 0.0368
H 1.0220 -3.0621 -2.7345 -0.061 0.015 0.152 0.0014
O 1.4196 -3.8831 -2.4335 0.103 -0.319 -0.011 -0.0553
H -1.8905 2.3212 2.5424 -0.188 -0.129 0.086 -0.0004
H -1.9713 3.7938 2.7825 -0.199 0.122 -0.071 0.0405
O -2.4817 3.0760 2.3904 0.512 -0.129 -0.009 -0.0642
H -2.0115 1.9343 0.2723 -0.257 -0.347 -0.377 0.0391
H -1.8580 0.5438 -0.5363 -0.234 0.453 -0.098 0.0396
O -1.6484 1.0380 0.2591 0.395 0.037 0.655 -0.0593
H 0.0340 0.1539 3.6400 -0.076 -0.099 -0.098 0.0396
H -0.5625 0.3205 2.2120 0.113 -0.112 -0.125 0.0089
O -0.2946 0.7972 3.0077 -0.111 0.334 -0.036 -0.0622
```
Positions in Å, forces in eV/Å.

***

Question: Which value of E_tot does entry 1 give?
Answer: -690.7403 Eh

***

What did the third record say?
DFT (ωB97M-V/def2-TZVPD) results for a structure of composition C12H10BMnN6OS4Te4.

**Multiplicity**: 2
**E_tot**: -4707.6215 Eh
**HOMO-LUMO gap (spin up / spin down)**: 5.99 / 6.07 eV
**Expectation value of S²**: 0.80
**Total charge**: +1

```
39
Properties=species:S:1:pos:R:3:forces:R:3:lowdin_charge:R:1
Mn -0.4326 -0.6479 -0.1598 0.123 1.274 0.262 -0.1267
C -0.1917 -0.9658 4.0282 -0.020 -0.009 0.008 -0.0287
C -0.8305 -1.2266 2.8176 0.040 -0.025 0.079 -0.1494
N -0.2035 -0.6075 1.8185 -0.123 -0.067 0.390 -0.1038
N 0.8329 0.0601 2.3627 0.115 0.116 0.010 -0.0174
C 0.8600 -0.1364 3.6892 0.000 -0.040 -0.014 -0.0451
B 1.6299 1.0476 1.4859 -0.180 -0.080 -0.184 -0.4748
N 2.3309 0.2623 0.3357 -0.021 0.058 0.124 -0.0221
C 3.5798 0.3891 -0.1319 0.035 -0.061 -0.041 -0.0440
C 3.6501 -0.2083 -1.3768 0.017 0.020 -0.009 -0.0295
C 2.3626 -0.6776 -1.6073 0.027 0.025 -0.007 -0.1995
N 1.5657 -0.3904 -0.5700 0.140 -0.299 0.002 -0.1741
N 0.5874 1.9390 0.7719 0.150 -0.007 0.098 -0.0054
C 0.4620 3.2746 0.7094 -0.051 -0.025 -0.009 -0.0446
C -0.5801 3.5738 -0.1437 0.031 -0.008 -0.026 -0.0299
C -1.0430 2.3300 -0.5770 -0.011 0.109 0.029 -0.1108
N -0.3343 1.3533 -0.0171 -0.121 0.348 -0.201 -0.0459
H -0.4633 -1.3191 5.0072 0.008 0.010 -0.015 0.1060
H -1.6994 -1.8380 2.6342 0.012 -0.008 -0.031 0.0973
H 1.6165 0.3282 4.2999 -0.019 0.020 -0.028 0.1323
H 2.4167 1.6760 2.1275 -0.015 -0.021 -0.034 0.1266
H 4.3364 0.8945 0.4454 -0.048 0.036 0.004 0.1351
H 4.5057 -0.2871 -2.0236 -0.005 -0.002 0.017 0.1097
H 1.9815 -1.1984 -2.4714 -0.018 -0.028 0.030 0.0926
H 1.1182 3.9142 1.2758 0.000 -0.022 -0.007 0.1309
H -0.9472 4.5454 -0.4228 0.002 -0.012 0.023 0.1044
H -1.8468 2.1144 -1.2630 0.018 -0.053 0.006 0.1039
Te -1.9692 -2.8449 -0.5094 -0.032 -0.649 -0.316 0.7293
Te 0.4576 -4.5108 -1.4619 0.025 0.026 -0.041 0.2062
Te 1.2068 -5.7929 0.8077 -0.181 0.298 0.015 0.2351
Te 1.6172 -3.0675 0.5170 0.694 -0.772 0.119 0.3945
O -5.2269 0.5469 -4.8754 0.026 -0.006 0.032 0.0049
C -4.4488 0.2340 -4.0352 -0.047 0.020 -0.074 -0.9504
S -4.7674 0.3977 -2.2783 0.000 -0.001 0.048 1.0303
C -3.2309 -0.2241 -1.7751 0.051 0.057 0.033 -1.1156
C -2.3594 -0.5940 -2.7247 0.031 0.098 -0.031 -1.0744
S -0.8570 -1.3897 -2.2454 -0.403 -0.238 -0.287 0.4918
S -2.8227 -0.4305 -4.3899 0.027 -0.051 0.003 1.0238
S -2.8633 -0.5239 -0.0741 -0.276 -0.030 0.024 0.5372
```
Positions in Å, forces in eV/Å.